Here is an isolated molecule of C3H3NS2 at a distorted geometry from OMol25. Energies are from wB97M-V/def2-TZVPD.

Output
Total energy (eV): -26316.3393
HOMO energy (alpha / beta) (eV): -8.404 / -8.405
Largest force on an atom (eV/Å): 4.26
Spin multiplicity: 1
LUMO energy (alpha / beta) (eV): -1.153 / -1.152

The geometry in XYZ format:
```
9
C3H3NS2 wB97M-V/def2-TZVPD
C -0.876 1.563 1.124
C 0.420 -0.677 -0.354
C 0.936 -1.270 -1.388
N -1.367 0.399 1.281
S 0.606 1.813 0.370
S -0.619 -1.047 0.920
H -1.370 2.358 1.710
H 0.406 -2.026 -1.756
H 1.863 -1.114 -1.906
```


Here is a structure of composition C3H3HgO3 at a distorted geometry from OMol25. Energies are from wB97M-V/def2-TZVPD.

Output
Total energy (eV): -13473.8831
<S²>: 0.753
HOMO energy (alpha / beta) (eV): -8.598 / -9.013
Largest force on an atom (eV/Å): 5.47
Spin multiplicity: 2
LUMO energy (alpha / beta) (eV): 0.390 / -1.966

The geometry in XYZ format:
```
10
C3H3HgO3 wB97M-V/def2-TZVPD
C 1.139 -1.584 -0.082
C 0.352 -0.504 0.011
O 0.760 0.752 0.241
Hg 0.066 2.352 1.091
H 2.223 -1.516 0.016
H 0.686 -2.554 -0.288
H -0.735 -0.602 -0.113
O 1.987 2.780 0.116
C 2.347 1.748 -0.394
O 3.195 1.074 -0.843
```


Here is an isolated molecule of C3H4N2OS2 at a distorted geometry from OMol25. Energies are from wB97M-V/def2-TZVPD.

Output
Total energy (eV): -29871.7659
HOMO energy (eV): -9.337
Largest force on an atom (eV/Å): 2.04
SMILES: SCc1onnc1S
Spin multiplicity: 1
LUMO energy (eV): 0.184

The geometry in XYZ format:
```
12
C3H4N2OS2 wB97M-V/def2-TZVPD
S -2.403 -0.283 -0.474
C -1.180 -0.923 0.743
C 0.224 -0.753 0.323
O 1.094 -1.763 0.056
N 2.338 -1.112 -0.319
N 2.146 0.140 -0.343
C 0.866 0.421 0.042
S 0.345 2.073 0.173
H -3.203 0.212 0.502
H -1.333 -0.418 1.698
H -1.469 -1.972 0.886
H -0.657 1.974 -0.724
```


Here is a structure of composition C27H33FN3O5RuS from OMol25. Energies are from wB97M-V/def2-TZVPD.

Output
Total energy (eV): -59365.3999
<S²>: 6.025
HOMO energy (alpha / beta) (eV): -8.679 / -9.646
Largest force on an atom (eV/Å): 0.29
Total charge: +1
Spin multiplicity: 5
LUMO energy (alpha / beta) (eV): -3.418 / -3.419

The geometry in XYZ format:
```
71
C27H33FN3O5RuS wB97M-V/def2-TZVPD
Ru -0.504 3.035 -0.915
C -0.286 -4.236 -2.331
C 1.038 -3.504 -2.489
N 1.039 -2.203 -1.816
C 0.798 -1.096 -2.547
C 0.684 0.171 -2.058
C 0.435 1.241 -3.115
O 0.666 0.940 -4.272
O -0.010 2.392 -2.748
C 0.863 0.385 -0.659
O 0.806 1.485 -0.073
C 1.140 -0.816 0.135
C 1.300 -0.684 1.516
C 1.512 -1.789 2.287
F 1.608 -1.645 3.627
C 1.606 -3.072 1.733
C 1.456 -3.201 0.364
C 1.204 -2.088 -0.449
N 1.840 -4.236 2.508
C 2.553 -4.143 3.775
C 2.923 -5.571 4.213
N 2.919 -6.448 2.997
C 1.518 -6.628 2.469
C 0.815 -5.265 2.551
H -0.248 -5.196 -2.846
H -1.097 -3.650 -2.764
H -0.528 -4.415 -1.283
H 1.237 -3.314 -3.542
H 1.879 -4.092 -2.120
H 0.697 -1.232 -3.617
H 1.222 0.298 1.963
H 1.545 -4.187 -0.070
H 1.970 -3.683 4.577
H 3.450 -3.543 3.629
H 2.193 -5.996 4.899
H 3.904 -5.615 4.678
H 3.351 -7.351 3.189
H 3.465 -5.978 2.271
H 1.030 -7.391 3.073
H 1.609 -6.985 1.445
H 0.218 -5.196 3.469
H 0.131 -5.153 1.714
O -0.776 3.723 1.013
O -0.685 3.234 2.123
C -1.051 5.260 -3.843
C -0.122 5.577 -2.653
C -0.197 7.076 -2.331
C 1.323 5.207 -3.003
C -0.659 4.797 -1.491
H -0.738 5.859 -4.701
H -2.087 5.515 -3.612
H -0.994 4.205 -4.105
H 0.160 7.660 -3.180
H 0.423 7.322 -1.467
H -1.223 7.381 -2.116
H 1.671 5.831 -3.828
H 1.401 4.165 -3.302
H 1.980 5.381 -2.148
H -1.375 5.377 -0.890
S -2.350 1.648 -0.696
C -3.425 2.430 0.469
C -3.734 1.791 1.667
C -4.586 2.396 2.579
C -5.136 3.640 2.306
C -4.836 4.275 1.108
C -3.989 3.673 0.191
H -3.300 0.823 1.879
H -4.819 1.894 3.510
H -5.799 4.111 3.019
H -5.268 5.241 0.883
H -3.761 4.160 -0.750
```


Here is a structure of composition C14H8Cl2F8N2O4RhS2 from OMol25. Energies are from wB97M-V/def2-TZVPD.

Output
Total energy (eV): -97270.6682
<S²>: 6.038
HOMO energy (alpha / beta) (eV): -11.771 / -13.041
Largest force on an atom (eV/Å): 0.34
Total charge: +1
Spin multiplicity: 5
LUMO energy (alpha / beta) (eV): -4.160 / -7.279

The geometry in XYZ format:
```
41
C14H8Cl2F8N2O4RhS2 wB97M-V/def2-TZVPD
Rh -0.629 -0.684 -0.564
F 2.591 -2.082 3.075
C 2.861 -0.833 2.726
F 2.339 -0.002 3.620
F 4.167 -0.661 2.661
S 2.117 -0.435 1.093
O 0.680 -0.646 1.286
O 2.535 0.897 0.803
N 2.777 -1.484 0.125
S 2.102 -2.647 -0.678
O 2.916 -3.074 -1.757
O 0.686 -2.384 -1.009
C 1.962 -4.082 0.475
F 1.440 -5.105 -0.193
F 1.155 -3.769 1.485
F 3.152 -4.408 0.940
F 3.118 2.464 -2.827
C 1.983 2.404 -2.182
C 1.351 1.176 -2.020
C 0.188 1.117 -1.297
C -0.402 2.345 -0.804
C 0.323 3.573 -0.980
F -0.165 4.699 -0.469
C 1.492 3.618 -1.656
C -1.702 2.246 -0.174
C -2.516 3.332 0.161
C -3.769 3.092 0.719
C -4.174 1.793 0.934
C -3.305 0.755 0.582
N -2.123 0.972 0.048
H 1.850 0.298 -2.413
H 2.038 4.542 -1.789
H -2.190 4.342 -0.019
H -4.410 3.922 0.980
H -5.138 1.564 1.366
H -3.580 -0.280 0.746
Cl -2.593 -2.168 -1.818
C -2.350 -3.482 -0.625
Cl -2.067 -2.808 0.989
H -1.464 -4.025 -0.931
H -3.246 -4.088 -0.608
```


Here is a structure of composition C3H2INS from OMol25. Energies are from wB97M-V/def2-TZVPD.

Output
Total energy (eV): -23566.2727
HOMO energy (eV): -8.914
Largest force on an atom (eV/Å): 0.84
Spin multiplicity: 1
LUMO energy (eV): -0.854

The geometry in XYZ format:
```
8
C3H2INS wB97M-V/def2-TZVPD
C 0.257 1.628 -0.167
C 0.267 0.195 -0.133
C 2.901 0.405 0.325
N 0.262 2.770 -0.211
S 1.919 -0.469 -0.676
I 4.928 -0.002 0.050
H 0.057 -0.167 0.874
H -0.463 -0.205 -0.840
```


Here is an isolated molecule of C4H5NO from OMol25. Energies are from wB97M-V/def2-TZVPD.

Output
Total energy (eV): -7763.0297
HOMO energy (eV): -9.281
Largest force on an atom (eV/Å): 0.62
SMILES: C#C/C(C)=N/O
Spin multiplicity: 1
LUMO energy (eV): 0.910

The geometry in XYZ format:
```
11
C4H5NO wB97M-V/def2-TZVPD
C 2.642 -0.200 0.220
C 1.491 -0.028 -0.088
C 0.072 0.162 -0.201
C -0.839 -1.021 -0.020
N -0.305 1.385 -0.270
O -1.678 1.492 -0.188
H 3.643 -0.307 0.568
H -1.462 -1.193 -0.903
H -0.253 -1.918 0.186
H -1.511 -0.821 0.820
H -1.802 2.448 -0.125
```